Record 1
{"formula": "C66H159N9O6S3", "method": "wB97M-V/def2-TZVPD", "homo_lumo_gap_ev": 7.94, "e_tot_ha": -4748.480269, "elements": ["C", "C", "N", "C", "C", "C", "C", "H", "H", "H", "H", "H", "H", "H", "H", "H", "H", "H", "H", "H", "H", "H", "C", "C", "N", "C", "C", "C", "C", "H", "H", "H", "H", "H", "H", "H", "H", "H", "H", "H", "H", "H", "H", "H", "C", "C", "N", "C", "C", "C", "C", "H", "H", "H", "H", "H", "H", "H", "H", "H", "H", "H", "H", "H", "H", "H", "C", "C", "N", "C", "C", "C", "C", "H", "H", "H", "H", "H", "H", "H", "H", "H", "H", "H", "H", "H", "H", "H", "C", "C", "N", "C", "C", "C", "C", "H", "H", "H", "H", "H", "H", "H", "H", "H", "H", "H", "H", "H", "H", "H", "C", "C", "N", "C", "C", "C", "C", "H", "H", "H", "H", "H", "H", "H", "H", "H", "H", "H", "H", "H", "H", "H", "C", "C", "N", "C", "C", "C", "C", "H", "H", "H", "H", "H", "H", "H", "H", "H", "H", "H", "H", "H", "H", "H", "C", "C", "N", "C", "C", "C", "C", "H", "H", "H", "H", "H", "H", "H", "H", "H", "H", "H", "H", "H", "H", "H", "C", "C", "N", "C", "C", "C", "C", "H", "H", "H", "H", "H", "H", "H", "H", "H", "H", "H", "H", "H", "H", "H", "C", "C", "C", "S", "O", "O", "C", "H", "H", "H", "H", "H", "H", "H", "H", "C", "C", "C", "S", "O", "O", "C", "H", "H", "H", "H", "H", "H", "H", "H", "C", "C", "C", "S", "O", "O", "C", "H", "H", "H", "H", "H", "H", "H", "H"], "xyz": [[-6.084, -5.491, -8.748], [-6.664, -4.713, -7.563], [-5.799, -4.688, -6.351], [-4.437, -4.106, -6.618], [-3.663, -3.619, -5.463], [-5.808, -6.029, -5.674], [-7.268, -6.374, -5.107], [-6.910, -5.918, -9.316], [-5.394, -6.297, -8.497], [-5.723, -4.797, -9.508], [-6.969, -3.698, -7.819], [-7.654, -5.101, -7.327], [-3.761, -4.718, -7.214], [-4.613, -3.240, -7.257], [-3.276, -4.480, -4.917], [-2.772, -3.044, -5.717], [-4.317, -3.073, -4.784], [-5.151, -5.968, -4.806], [-5.392, -6.826, -6.290], [-7.929, -6.741, -5.893], [-7.765, -5.440, -4.842], [-7.319, -7.217, -4.418], [7.275, 6.276, 6.118], [5.987, 6.412, 5.312], [4.721, 6.520, 6.106], [4.468, 5.446, 7.046], [4.380, 4.000, 6.484], [4.506, 7.770, 6.875], [4.261, 8.972, 6.045], [7.350, 5.364, 6.711], [7.353, 7.047, 6.884], [8.219, 6.285, 5.573], [6.092, 7.338, 4.747], [5.915, 5.536, 4.668], [5.218, 5.410, 7.836], [3.571, 5.627, 7.637], [3.746, 4.006, 5.597], [5.376, 3.674, 6.186], [3.966, 3.489, 7.353], [5.248, 7.994, 7.641], [3.523, 7.695, 7.339], [5.185, 9.252, 5.540], [3.926, 9.830, 6.627], [3.439, 8.753, 5.362], [3.153, -2.557, 10.240], [1.974, -3.465, 9.908], [1.329, -3.330, 8.588], [0.116, -4.177, 8.415], [0.448, -5.677, 8.292], [2.236, -3.542, 7.461], [1.587, -3.476, 6.081], [2.945, -1.492, 10.142], [4.097, -2.677, 9.709], [3.471, -2.722, 11.270], [2.291, -4.488, 10.110], [1.202, -3.315, 10.662], [-0.561, -4.178, 9.269], [-0.487, -3.782, 7.598], [0.955, -6.044, 9.184], [-0.397, -6.357, 8.184], [1.080, -5.931, 7.441], [2.746, -4.495, 7.601], [2.994, -2.759, 7.486], [2.428, -3.411, 5.390], [1.007, -2.558, 5.985], [0.885, -4.279, 5.859], [-7.993, 0.219, -2.351], [-8.147, -1.123, -1.610], [-9.094, -1.053, -0.556], [-8.748, -0.075, 0.459], [-9.772, 0.022, 1.594], [-10.496, -1.194, -1.063], [-10.997, -2.717, -0.925], [-7.530, 0.041, -3.322], [-7.481, 0.938, -1.711], [-8.995, 0.583, -2.578], [-8.372, -1.939, -2.296], [-7.169, -1.391, -1.211], [-8.611, 0.926, 0.049], [-7.763, -0.325, 0.854], [-10.009, -0.957, 2.010], [-10.673, 0.491, 1.198], [-9.338, 0.694, 2.335], [-11.193, -0.510, -0.578], [-10.564, -1.062, -2.143], [-11.118, -2.904, 0.142], [-11.890, -3.025, -1.467], [-10.246, -3.368, -1.372], [3.478, 7.415, -0.066], [2.642, 8.533, -0.660], [1.260, 8.180, -0.936], [0.395, 8.263, 0.275], [-1.067, 8.285, -0.019], [1.029, 7.077, -1.879], [1.893, 7.233, -3.220], [4.454, 7.802, 0.226], [3.711, 6.641, -0.797], [3.075, 6.991, 0.854], [2.636, 9.356, 0.055], [3.074, 8.975, -1.558], [0.639, 7.403, 0.899], [0.639, 9.210, 0.755], [-1.522, 8.404, 0.964], [-1.406, 9.037, -0.731], [-1.491, 7.346, -0.376], [-0.041, 7.093, -2.087], [1.278, 6.113, -1.436], [1.723, 6.503, -4.011], [2.949, 7.264, -2.953], [1.668, 8.186, -3.698], [6.591, -0.794, -1.543], [7.428, 0.372, -1.021], [7.118, 0.440, 0.472], [7.854, -0.549, 1.322], [7.344, -0.646, 2.757], [7.268, 1.828, 0.944], [8.745, 2.320, 1.143], [6.826, -1.719, -1.016], [6.765, -1.065, -2.584], [5.517, -0.606, -1.529], [8.507, 0.274, -1.146], [6.959, 1.258, -1.447], [7.840, -1.550, 0.891], [8.897, -0.234, 1.315], [7.852, -1.489, 3.226], [7.536, 0.293, 3.277], [6.278, -0.873, 2.772], [6.792, 1.816, 1.925], [6.708, 2.492, 0.285], [9.386, 1.998, 0.323], [9.114, 1.852, 2.056], [8.838, 3.405, 1.207], [5.261, -6.643, -0.987], [4.018, -6.561, -1.946], [4.286, -7.154, -3.320], [2.982, -7.367, -4.014], [2.270, -6.018, -4.427], [5.299, -6.355, -4.052], [5.421, -6.968, -5.449], [5.148, -6.313, 0.046], [6.044, -5.967, -1.331], [5.668, -7.653, -1.020], [3.200, -7.031, -1.402], [3.697, -5.522, -2.025], [3.162, -7.987, -4.892], [2.259, -7.951, -3.444], [1.367, -6.153, -5.021], [1.991, -5.540, -3.488], [2.894, -5.209, -4.808], [6.225, -6.460, -3.486], [5.055, -5.292, -4.064], [4.518, -6.919, -6.057], [5.864, -7.962, -5.405], [6.252, -6.498, -5.976], [3.215, -2.591, -11.312], [3.692, -1.227, -10.939], [4.512, -1.110, -9.709], [5.693, -1.995, -9.641], [6.590, -1.902, -10.878], [3.723, -1.190, -8.526], [3.093, 0.120, -8.264], [4.069, -3.223, -11.557], [2.555, -2.660, -12.176], [2.713, -3.160, -10.529], [4.278, -0.757, -11.728], [2.858, -0.542, -10.786], [5.302, -3.009, -9.560], [6.388, -1.713, -8.850], [6.957, -0.890, -11.050], [6.054, -2.143, -11.796], [7.439, -2.573, -10.749], [2.923, -1.913, -8.688], [4.285, -1.486, -7.641], [2.696, 0.670, -9.117], [2.299, 0.106, -7.518], [3.879, 0.826, -7.995], [-3.134, 4.932, 9.426], [-2.921, 3.792, 8.389], [-3.171, 2.485, 9.010], [-2.032, 2.083, 9.869], [-2.413, 1.022, 10.918], [-3.378, 1.479, 7.952], [-4.633, 1.800, 7.106], [-2.713, 5.884, 9.102], [-2.643, 4.679, 10.366], [-4.192, 4.969, 9.683], [-3.579, 4.047, 7.559], [-1.965, 3.736, 7.868], [-1.201, 1.722, 9.262], [-1.718, 2.921, 10.491], [-3.227, 1.461, 11.496], [-2.856, 0.140, 10.455], [-1.584, 0.869, 11.609], [-3.504, 0.457, 8.309], [-2.523, 1.503, 7.276], [-5.432, 2.055, 7.802], [-4.977, 0.921, 6.562], [-4.428, 2.582, 6.374], [0.258, 1.784, 1.084], [-1.245, 1.743, 0.605], [-1.482, 0.295, 0.131], [0.118, -0.433, -0.450], [0.280, -0.193, -1.866], [0.377, -1.759, 0.129], [1.159, 0.887, 0.213], [0.370, 1.391, 2.094], [0.767, 2.747, 1.135], [-1.233, 2.399, -0.265], [-1.936, 1.997, 1.409], [-2.248, 0.211, -0.640], [-1.660, -0.290, 1.033], [1.421, 1.482, -0.662], [2.040, 0.406, 0.638], [-2.448, 6.579, -7.653], [-2.883, 5.149, -7.267], [-3.983, 5.215, -6.157], [-4.665, 6.952, -6.179], [-4.054, 7.662, -5.059], [-6.079, 6.973, -6.368], [-3.790, 7.406, -7.749], [-1.938, 6.546, -8.615], [-1.877, 7.059, -6.858], [-2.027, 4.483, -7.156], [-3.449, 4.666, -8.063], [-3.596, 5.168, -5.140], [-4.777, 4.482, -6.297], [-3.721, 8.488, -7.864], [-4.332, 6.847, -8.512], [-5.217, -7.235, 1.835], [-4.652, -5.892, 1.602], [-5.405, -4.823, 2.432], [-5.776, -5.682, 4.042], [-7.221, -5.695, 4.244], [-4.812, -5.348, 5.074], [-5.396, -7.339, 3.351], [-4.707, -8.095, 1.401], [-6.183, -7.247, 1.330], [-4.517, -5.636, 0.551], [-3.617, -5.849, 1.941], [-6.337, -4.418, 2.039], [-4.793, -3.945, 2.640], [-5.813, -8.191, 3.888], [-4.327, -7.407, 3.556]]}



Record 2
{"formula": "C50H35F2N9STm", "method": "wB97M-V/def2-TZVPD", "homo_lumo_gap_ev": [5.64, 5.65], "e_tot_ha": -4102.501266, "de_lowest_kcal_mol": 0.0, "total_charge": -1, "multiplicity": 3, "elements": ["Tm", "C", "C", "C", "C", "C", "C", "C", "C", "C", "C", "C", "C", "C", "C", "C", "C", "C", "C", "C", "N", "C", "C", "C", "C", "C", "C", "C", "C", "C", "C", "C", "C", "N", "C", "C", "C", "C", "C", "N", "C", "C", "C", "C", "C", "C", "C", "C", "N", "H", "H", "H", "H", "H", "H", "H", "H", "H", "H", "H", "H", "H", "H", "H", "H", "H", "H", "H", "H", "H", "H", "H", "H", "H", "H", "H", "H", "N", "C", "N", "C", "N", "F", "C", "F", "H", "S", "C", "N", "C", "C", "N", "H", "H", "H", "H", "H", "H"], "xyz": [[-0.222, 0.074, -0.455], [-3.269, -6.732, -2.534], [-3.059, -5.594, -3.299], [-2.437, -4.484, -2.744], [-2.027, -4.498, -1.415], [-2.236, -5.647, -0.654], [-2.852, -6.758, -1.210], [-1.340, -3.317, -0.823], [-2.008, -2.568, 0.148], [-3.288, -2.911, 0.721], [-3.490, -2.064, 1.756], [-2.349, -1.171, 1.797], [-2.213, -0.115, 2.715], [-3.183, -0.104, 3.845], [-4.085, 0.941, 4.038], [-4.979, 0.918, 5.098], [-4.992, -0.152, 5.980], [-4.100, -1.200, 5.797], [-3.204, -1.175, 4.741], [-1.241, 0.897, 2.677], [-0.234, 0.990, 1.768], [0.497, 2.093, 2.098], [1.744, 2.421, 1.559], [2.432, 3.663, 2.010], [2.869, 3.797, 3.327], [3.546, 4.936, 3.736], [3.798, 5.957, 2.832], [3.374, 5.829, 1.517], [2.698, 4.689, 1.105], [2.501, 1.537, 0.771], [3.932, 1.631, 0.619], [4.341, 0.451, 0.085], [3.158, -0.348, -0.121], [2.055, 0.353, 0.267], [3.189, -1.647, -0.650], [2.074, -2.434, -0.964], [2.127, -3.730, -1.606], [0.847, -4.145, -1.751], [0.015, -3.135, -1.140], [0.782, -2.106, -0.698], [4.532, -2.281, -0.786], [5.243, -2.589, 0.375], [6.465, -3.239, 0.307], [7.003, -3.583, -0.926], [6.316, -3.260, -2.086], [5.089, -2.614, -2.017], [-0.111, 2.765, 3.222], [-1.159, 2.002, 3.608], [-1.483, -1.490, 0.800], [-3.758, -7.595, -2.968], [-3.383, -5.572, -4.332], [-2.268, -3.593, -3.336], [-1.902, -5.657, 0.377], [-3.003, -7.650, -0.615], [-3.930, -3.703, 0.371], [-4.339, -2.028, 2.418], [-4.092, 1.764, 3.334], [-5.677, 1.736, 5.234], [-5.699, -0.176, 6.801], [-4.104, -2.042, 6.479], [-2.500, -1.985, 4.597], [2.684, 2.988, 4.025], [3.883, 5.021, 4.762], [4.328, 6.847, 3.150], [3.569, 6.622, 0.805], [2.357, 4.588, 0.082], [4.541, 2.468, 0.922], [5.349, 0.150, -0.152], [3.020, -4.247, -1.913], [0.491, -5.065, -2.187], [4.818, -2.324, 1.336], [6.993, -3.486, 1.220], [7.953, -4.100, -0.980], [6.732, -3.516, -3.053], [4.555, -2.358, -2.923], [0.231, 3.687, 3.662], [-1.806, 2.164, 4.454], [0.640, 0.056, -2.635], [0.442, 0.049, -3.788], [0.339, -0.010, -5.051], [-0.327, 0.684, -5.925], [-0.858, 1.268, -6.779], [-2.301, 1.286, -0.175], [-2.015, 1.162, -1.609], [-2.170, -0.307, -1.724], [-2.928, 1.534, -2.081], [0.487, 3.240, -1.447], [1.536, 2.862, -2.679], [1.342, 3.118, -3.990], [2.424, 2.604, -4.825], [3.281, 1.825, -3.812], [2.765, 2.313, -2.539], [0.424, 3.299, -4.355], [2.983, 3.432, -5.269], [2.047, 1.969, -5.623], [4.343, 2.050, -3.911], [3.133, 0.745, -3.905], [3.005, 1.865, -1.669]]}



Record 3
{"formula": "C74H60BN9OP3STi", "method": "wB97M-V/def2-TZVPD", "homo_lumo_gap_ev": 6.86, "e_tot_ha": -5720.466368, "de_lowest_kcal_mol": 0.0, "total_charge": 1, "elements": ["Ti", "O", "S", "C", "C", "C", "C", "C", "C", "P", "C", "C", "C", "C", "C", "C", "C", "C", "C", "C", "C", "C", "C", "C", "C", "C", "C", "C", "P", "C", "C", "C", "C", "C", "C", "C", "C", "C", "C", "C", "C", "H", "H", "H", "H", "H", "H", "H", "H", "H", "H", "H", "H", "H", "H", "H", "H", "H", "H", "H", "H", "H", "H", "H", "H", "H", "H", "H", "H", "C", "C", "N", "N", "C", "B", "N", "C", "C", "C", "N", "N", "C", "C", "C", "N", "N", "C", "C", "C", "N", "H", "H", "H", "H", "H", "H", "H", "H", "H", "H", "H", "H", "C", "C", "C", "C", "C", "C", "C", "C", "H", "H", "H", "H", "H", "N", "P", "C", "C", "C", "C", "C", "C", "C", "C", "C", "C", "C", "C", "C", "C", "C", "C", "C", "C", "H", "H", "H", "H", "H", "H", "H", "H", "H", "H", "H", "H", "H", "H", "H"], "xyz": [[-0.406, -0.341, -0.496], [-2.630, 1.856, 1.489], [-1.221, 1.525, 1.838], [-0.594, 3.007, 2.658], [-1.554, 3.877, 3.157], [-1.144, 5.020, 3.823], [0.212, 5.286, 3.977], [1.155, 4.426, 3.440], [0.766, 3.270, 2.758], [1.930, 2.141, 1.909], [3.075, 1.652, 3.254], [4.115, 0.772, 2.948], [4.953, 0.288, 3.938], [4.749, 0.648, 5.262], [3.694, 1.487, 5.586], [2.863, 1.983, 4.591], [2.879, 3.327, 0.866], [4.045, 2.881, 0.241], [4.726, 3.685, -0.658], [4.235, 4.942, -0.984], [3.054, 5.380, -0.405], [2.382, 4.581, 0.511], [-1.475, 0.450, 3.267], [-1.407, 0.906, 4.573], [-2.014, 0.178, 5.588], [-2.738, -0.962, 5.282], [-2.770, -1.432, 3.977], [-2.089, -0.770, 2.961], [-1.952, -1.598, 1.320], [-1.179, -3.209, 1.775], [-0.868, -3.597, 3.074], [-0.257, -4.818, 3.325], [0.064, -5.672, 2.284], [-0.214, -5.285, 0.980], [-0.819, -4.065, 0.732], [-3.699, -1.998, 0.970], [-4.543, -0.910, 0.728], [-5.878, -1.123, 0.430], [-6.378, -2.419, 0.363], [-5.540, -3.499, 0.590], [-4.199, -3.293, 0.893], [-2.600, 3.643, 3.017], [-1.880, 5.704, 4.222], [0.533, 6.176, 4.500], [2.210, 4.654, 3.529], [4.259, 0.432, 1.931], [5.754, -0.390, 3.677], [5.398, 0.263, 6.037], [3.518, 1.766, 6.616], [2.049, 2.639, 4.873], [4.422, 1.886, 0.436], [5.636, 3.321, -1.115], [4.766, 5.571, -1.685], [2.655, 6.355, -0.656], [1.461, 4.951, 0.943], [-0.919, 1.841, 4.807], [-1.959, 0.532, 6.608], [-3.265, -1.497, 6.060], [-3.315, -2.339, 3.746], [-1.053, -2.942, 3.912], [-0.015, -5.086, 4.345], [0.542, -6.621, 2.483], [0.050, -5.928, 0.151], [-1.009, -3.786, -0.293], [-4.145, 0.098, 0.779], [-6.532, -0.280, 0.251], [-7.422, -2.585, 0.136], [-5.927, -4.507, 0.537], [-3.551, -4.142, 1.072], [3.690, -4.051, -0.411], [4.062, -2.713, -0.166], [3.356, -1.870, -0.892], [2.515, -2.636, -1.625], [2.701, -3.951, -1.355], [1.649, -2.013, -2.711], [1.753, -0.475, -2.602], [2.737, 0.257, -3.142], [2.787, 1.481, -2.510], [1.794, 1.413, -1.544], [1.174, 0.234, -1.607], [0.147, -2.455, -2.555], [-0.422, -3.483, -3.184], [-1.783, -3.489, -2.917], [-1.976, -2.393, -2.097], [-0.804, -1.780, -1.866], [2.115, -2.436, -4.094], [3.305, -2.973, -4.463], [3.338, -3.022, -5.833], [2.103, -2.473, -6.227], [1.376, -2.116, -5.185], [4.092, -4.945, 0.029], [4.808, -2.340, 0.516], [2.114, -4.714, -1.840], [3.339, -0.139, -3.941], [3.444, 2.305, -2.714], [1.482, 2.155, -0.828], [0.160, -4.131, -3.816], [-2.524, -4.172, -3.288], [-2.889, -2.002, -1.676], [4.033, -3.265, -3.726], [4.127, -3.397, -6.457], [1.722, -2.326, -7.224], [0.792, -0.920, 1.064], [1.290, -1.582, 1.958], [1.783, -2.330, 3.072], [2.616, -3.434, 2.886], [3.034, -4.176, 3.978], [2.623, -3.831, 5.259], [1.789, -2.735, 5.447], [1.370, -1.987, 4.362], [2.919, -3.704, 1.884], [3.678, -5.034, 3.831], [2.952, -4.413, 6.109], [1.473, -2.461, 6.445], [0.717, -1.135, 4.498], [-1.492, 0.976, -1.093], [-1.899, 1.593, -2.503], [-3.243, 2.792, -2.362], [-3.594, 3.570, -3.467], [-4.646, 4.461, -3.373], [-5.351, 4.581, -2.179], [-5.001, 3.811, -1.083], [-3.946, 2.908, -1.171], [-2.468, 0.401, -3.734], [-3.835, 0.206, -3.931], [-4.277, -0.736, -4.847], [-3.362, -1.480, -5.578], [-2.000, -1.302, -5.374], [-1.555, -0.375, -4.448], [-0.585, 2.609, -3.239], [-0.176, 3.673, -2.427], [0.780, 4.569, -2.864], [1.336, 4.418, -4.130], [0.927, 3.377, -4.945], [-0.034, 2.472, -4.506], [-3.040, 3.481, -4.395], [-4.917, 5.068, -4.227], [-6.172, 5.281, -2.110], [-5.546, 3.911, -0.154], [-3.648, 2.315, -0.320], [-4.553, 0.793, -3.372], [-5.338, -0.881, -4.996], [-3.711, -2.204, -6.302], [-1.271, -1.889, -5.916], [-0.488, -0.290, -4.279], [-0.617, 3.792, -1.442], [1.088, 5.384, -2.224], [2.080, 5.120, -4.482], [1.352, 3.263, -5.933], [-0.345, 1.681, -5.170]]}